No. 1
Here is the molecule C26H34N4O4 from the OMol25 dataset. Energies are from wB97M-V/def2-TZVPD.

Properties
- LUMO energy: 0.7 eV
- SMILES: COCCNC(=O)[C@H](c1ccc(C)cc1)N(C(=O)CCC(=O)Nc1ccccn1)C1CCCC1
- Energy relative to the best compared isomer or geometry (same formula, charge and spin): 0.805 eV
- Strongest force on any atom: 0.54 eV/A
- Gap between HOMO and LUMO: 9.4385 eV

Each line ends with the Mulliken charge.
Element x y z (Å)
C -3.802 -3.705 0.429  -0.629
O -3.365 -2.723 1.344  -0.476
C -2.326 -1.916 0.862  0.169
C -0.933 -2.559 0.987  -0.902
N 0.074 -1.648 0.497  0.138
C 0.822 -1.909 -0.594  -0.372
O 0.853 -2.983 -1.153  -0.692
C 1.671 -0.721 -1.088  1.037
C 3.062 -0.746 -0.492  -0.879
C 3.377 -1.482 0.642  0.132
C 4.667 -1.478 1.143  -1.195
C 5.671 -0.739 0.532  1.025
C 7.071 -0.749 1.062  -1.462
C 5.352 -0.006 -0.606  -0.887
C 4.068 -0.014 -1.115  -0.586
N 0.998 0.560 -0.881  0.632
C 0.023 0.989 -1.714  0.641
O -0.490 2.091 -1.591  -0.743
C -0.432 0.038 -2.815  -0.632
C -1.804 0.446 -3.370  -1.273
C -2.889 0.080 -2.369  0.367
O -3.520 -0.955 -2.436  -0.616
N -3.034 1.003 -1.380  -0.027
C -3.799 0.882 -0.225  0.108
C -4.926 0.065 -0.130  -0.082
C -5.587 0.016 1.081  -0.493
C -5.124 0.781 2.143  -0.527
C -4.005 1.570 1.937  -0.368
N -3.353 1.620 0.788  -0.398
C 1.374 1.387 0.267  -0.390
C 0.191 1.801 1.177  -0.164
C 0.222 3.331 1.222  -0.809
C 1.686 3.677 0.967  -0.821
C 2.069 2.700 -0.139  -0.992
H -4.052 -3.252 -0.537  0.212
H -3.047 -4.482 0.273  0.290
H -4.693 -4.152 0.866  0.293
H -2.506 -1.651 -0.189  0.057
H -2.353 -1.003 1.468  0.206
H -0.865 -3.465 0.381  0.612
H -0.741 -2.811 2.034  0.182
H 0.061 -0.713 0.873  0.130
H 1.799 -0.874 -2.166  0.763
H 2.617 -2.067 1.137  0.464
H 4.895 -2.060 2.024  0.372
H 7.528 0.233 0.967  0.386
H 7.677 -1.456 0.494  0.282
H 7.090 -1.050 2.107  0.365
H 6.119 0.571 -1.100  0.394
H 3.838 0.557 -2.003  0.467
H -0.484 -0.989 -2.452  0.315
H 0.304 0.075 -3.624  0.403
H -1.817 1.518 -3.569  0.437
H -1.996 -0.104 -4.291  0.496
H -2.341 1.751 -1.340  0.383
H -5.251 -0.512 -0.979  0.439
H -6.458 -0.612 1.197  0.425
H -5.617 0.765 3.101  0.392
H -3.597 2.191 2.723  0.399
H 2.076 0.787 0.851  0.699
H -0.771 1.450 0.807  -0.375
H 0.344 1.393 2.178  0.471
H -0.390 3.725 0.413  0.244
H -0.149 3.722 2.167  0.532
H 2.283 3.485 1.861  0.289
H 1.827 4.714 0.671  0.453
H 1.660 3.047 -1.086  0.329
H 3.146 2.567 -0.243  0.359

***

No. 2
Here is a structure of composition C26H34N8O12S3Zn2 in a non-equilibrium geometry from the OMol25 dataset. Energies are from wB97M-V/def2-TZVPD.

Properties
- LUMO energy: 3.0 eV
- Strongest force on any atom: 3.66 eV/A
- Gap between HOMO and LUMO: 5.3372 eV
- Net charge: -2

Each line ends with the Mulliken charge.
Element x y z (Å)
Zn 5.548 -12.369 3.553  1.170
Zn 7.073 -8.642 1.440  0.600
S 7.449 -11.236 1.155  0.137
O 6.746 -12.169 2.059  0.474
O 8.258 -11.838 0.117  -0.843
O 6.448 -10.305 0.618  -0.761
O 8.202 -10.268 1.984  -0.616
S 5.571 -13.834 5.745  1.356
O 4.639 -12.751 5.313  -0.628
O 6.238 -14.009 4.416  -0.796
O 6.527 -13.346 6.730  -0.748
O 4.841 -14.985 6.272  -0.770
S 5.443 -9.652 3.989  0.721
O 6.031 -8.717 2.971  -0.567
O 4.383 -10.447 3.359  -0.750
O 6.414 -10.666 4.365  -0.483
O 4.987 -8.848 5.089  -0.688
C 11.133 -7.888 -0.200  -0.828
C 9.692 -8.047 -0.085  0.501
N 8.556 -8.160 -0.022  -0.036
H 11.394 -8.493 -1.076  0.179
H 11.519 -8.342 0.714  0.284
H 11.533 -6.897 -0.391  0.361
C 10.161 -14.619 -1.180  0.068
C 10.489 -14.664 -2.602  0.061
N 10.657 -14.689 -3.740  -0.525
H 9.237 -14.102 -0.925  -0.242
H 10.923 -13.881 -0.888  0.181
H 10.262 -15.589 -0.707  0.414
C 2.987 -13.910 0.075  -1.023
C 3.573 -13.502 1.339  0.764
N 3.967 -13.211 2.369  -0.349
H 1.962 -13.532 0.117  0.377
H 3.011 -14.988 -0.053  0.279
H 3.480 -13.466 -0.788  0.151
N 6.443 -13.940 -0.586  1.873
C 6.113 -14.130 -1.880  -0.824
C 5.741 -15.465 -2.062  -0.640
C 5.693 -16.047 -0.760  -0.691
C 6.185 -15.088 0.081  -0.822
H 6.958 -13.137 -0.226  -0.557
H 6.254 -13.362 -2.626  0.398
H 5.438 -15.930 -2.988  0.413
H 5.343 -17.013 -0.437  0.455
H 6.315 -15.147 1.153  0.418
N 9.248 -10.180 4.475  0.546
C 9.636 -11.099 5.391  -0.356
C 10.393 -10.496 6.362  -0.619
C 10.432 -9.128 6.025  -0.591
C 9.669 -8.937 4.905  -0.530
H 8.806 -10.383 3.563  0.148
H 9.346 -12.124 5.213  0.403
H 10.811 -10.898 7.271  0.399
H 10.918 -8.392 6.650  0.349
H 9.263 -8.016 4.517  0.355
N 10.399 -11.047 -1.962  1.325
C 11.750 -11.184 -1.933  -0.848
C 12.221 -11.315 -3.229  -0.580
C 11.075 -11.221 -4.059  -0.896
C 9.973 -11.005 -3.266  -0.454
H 9.819 -11.087 -1.138  -0.111
H 12.246 -11.233 -0.975  0.542
H 13.253 -11.368 -3.531  0.463
H 11.047 -11.074 -5.128  0.391
H 8.942 -10.788 -3.475  0.386
N 8.671 -15.247 3.820  0.380
C 9.350 -16.281 4.414  -0.508
C 10.349 -16.705 3.557  -0.881
C 10.195 -15.927 2.367  -0.462
C 9.087 -15.157 2.532  -0.246
H 7.823 -14.811 4.213  0.251
H 9.048 -16.621 5.391  0.473
H 11.007 -17.535 3.760  0.361
H 10.814 -16.040 1.490  0.333
H 8.692 -14.437 1.831  0.459
N 5.619 -9.829 -3.276  0.045
C 6.805 -9.644 -2.613  -0.537
C 7.548 -8.691 -3.268  -0.007
C 6.761 -8.165 -4.324  -1.119
C 5.592 -8.893 -4.286  -0.486
H 4.919 -10.538 -3.174  0.215
H 7.100 -10.208 -1.741  0.609
H 8.549 -8.431 -2.966  0.537
H 6.940 -7.428 -5.088  0.397
H 4.752 -8.920 -4.965  0.417

***

No. 3
Here is a structure of composition C26H35BBrN4O5Pd in a non-equilibrium geometry from the OMol25 dataset. Energies are from wB97M-V/def2-TZVPD.

Properties
- LUMO energy: 2.4 eV
- Energy relative to the best compared isomer or geometry (same formula, charge and spin): 0.990 eV
- Strongest force on any atom: 1.28 eV/A
- Gap between HOMO and LUMO: 5.4736 eV
- Net charge: -1

Each line ends with the Mulliken charge.
Element x y z (Å)
Pd -1.070 -1.919 -1.090  -0.234
C -4.396 -0.994 0.128  -0.932
O -3.441 -0.083 -0.384  -0.353
C -3.138 0.998 0.372  0.789
C -4.046 1.629 1.199  -0.571
C -3.654 2.776 1.888  -0.259
Br -4.913 3.615 3.051  -0.265
C -2.401 3.307 1.747  -0.743
C -1.471 2.655 0.926  0.261
C -1.808 1.467 0.259  0.876
O -0.897 0.822 -0.444  -0.658
C -0.137 3.247 0.791  0.185
N 0.223 4.408 1.294  -0.797
C 1.535 4.574 0.902  0.172
C 2.421 5.623 1.148  -0.772
C 3.700 5.531 0.631  -0.418
C 4.106 4.421 -0.126  -0.441
C 3.241 3.373 -0.384  -0.728
C 1.958 3.468 0.142  0.592
N 0.868 2.639 0.093  0.357
H -5.417 -0.637 -0.043  0.307
H -4.226 -1.163 1.193  0.250
H -4.226 -1.927 -0.405  0.319
H -5.052 1.249 1.303  0.427
H -2.097 4.209 2.257  0.594
H -0.997 -0.334 -0.549  0.150
H 2.103 6.478 1.730  0.415
H 4.408 6.330 0.816  0.349
H 5.117 4.385 -0.511  0.377
H 3.549 2.515 -0.969  0.550
H 0.740 1.744 -0.367  -0.100
C 0.810 -2.265 3.765  -1.881
C -0.491 -2.669 3.089  1.853
C -1.012 -3.957 3.726  -2.059
O -0.230 -2.947 1.711  -0.792
B -1.221 -2.383 0.886  -0.216
O -2.140 -1.707 1.735  -0.145
C -1.567 -1.538 3.032  1.860
C -0.960 -0.133 3.070  -1.753
C -2.656 -1.645 4.088  -2.209
H 1.477 -3.128 3.813  0.474
H 0.627 -1.912 4.783  0.311
H 1.312 -1.481 3.200  0.313
H -0.267 -4.741 3.580  0.532
H -1.936 -4.274 3.242  0.355
H -1.190 -3.838 4.797  0.306
H -0.215 -0.029 2.280  0.230
H -0.502 0.098 4.034  0.490
H -1.753 0.591 2.877  0.282
H -3.229 -2.563 3.974  0.380
H -3.339 -0.801 3.983  0.489
H -2.225 -1.615 5.093  0.364
C 3.919 -1.606 -2.434  -0.931
N 2.952 -1.585 -3.516  0.233
C 3.387 -1.826 -4.874  -0.599
C 2.223 -2.303 -5.719  -0.673
C 1.088 -1.305 -5.562  -0.598
N 0.722 -1.210 -4.165  0.295
C -0.669 -0.977 -3.814  -0.919
C 1.688 -1.144 -3.184  0.209
O 1.450 -0.739 -2.060  -0.622
H 4.795 -2.162 -2.765  0.331
H 3.483 -2.088 -1.561  0.304
H 4.226 -0.600 -2.134  0.225
H 4.185 -2.570 -4.859  0.364
H 3.803 -0.912 -5.323  0.252
H 1.887 -3.279 -5.364  0.302
H 2.524 -2.392 -6.764  0.365
H 0.211 -1.620 -6.128  0.338
H 1.399 -0.328 -5.959  0.263
H -1.290 -1.446 -4.575  0.363
H -0.916 0.085 -3.743  0.347
H -0.939 -1.466 -2.852  0.265

***

Q: Among the records above, which one has the lowest strongest force on any atom?
A: C26H34N4O4

***

Q: Number 3 is which compound?
A: C26H35BBrN4O5Pd

***

Q: Among the records above, which one has the highest gap between HOMO and LUMO?
A: C26H34N4O4